1.
This record from the Open Molecules 2025 dataset describes 4 unconnected molecules or ions with the total composition C29H67N2O9S3. The level of theory is ωB97M-V/def2-TZVPD.

Calculated values
HOMO = -1.3765 eV
Max |F| = 0.6 eV/Å
Total charge = -1
HOMO-LUMO gap = 0.109 hartree

Positions of all 110 atoms, in Å:
C: -4.17 -3.29 4.04
C: -4.43 -4.79 4.10
C: -5.25 -5.28 2.90
C: -4.42 -5.47 1.63
C: -3.88 -6.90 1.43
C: -2.39 -7.06 1.76
C: -1.99 -8.43 2.30
C: -0.66 -8.45 3.05
C: 0.60 -8.39 2.15
C: 1.50 -7.17 2.39
C: 1.15 -5.95 1.53
C: 1.41 -4.60 2.19
C: 2.78 -4.00 1.85
C: 3.23 -2.91 2.83
C: 4.00 -1.78 2.16
C: 3.11 -0.86 1.32
C: 3.86 -0.16 0.18
C: 2.99 0.89 -0.54
C: 3.10 0.88 -2.07
C: 1.81 1.32 -2.78
N: 2.12 2.02 -3.96
N: 0.86 2.18 -4.66
H: -3.43 -2.98 4.79
H: -5.08 -2.73 4.25
H: -3.79 -2.98 3.06
H: -4.97 -5.00 5.02
H: -3.48 -5.33 4.16
H: -6.02 -4.53 2.71
H: -5.75 -6.22 3.17
H: -5.04 -5.21 0.77
H: -3.58 -4.77 1.63
H: -4.04 -7.19 0.38
H: -4.47 -7.61 2.02
H: -1.82 -6.86 0.85
H: -2.09 -6.29 2.48
H: -2.78 -8.81 2.96
H: -1.92 -9.13 1.46
H: -0.63 -7.64 3.78
H: -0.63 -9.38 3.62
H: 1.19 -9.30 2.31
H: 0.29 -8.40 1.10
H: 1.48 -6.89 3.45
H: 2.53 -7.47 2.17
H: 0.09 -6.01 1.27
H: 1.69 -6.01 0.58
H: 1.33 -4.70 3.28
H: 0.64 -3.88 1.90
H: 3.52 -4.80 1.82
H: 2.73 -3.57 0.84
H: 2.37 -2.50 3.36
H: 3.86 -3.37 3.59
H: 4.50 -1.17 2.93
H: 4.81 -2.19 1.54
H: 2.27 -1.42 0.90
H: 2.69 -0.09 1.97
H: 4.75 0.32 0.62
H: 4.21 -0.91 -0.53
H: 1.95 0.72 -0.27
H: 3.25 1.88 -0.16
H: 3.88 1.55 -2.43
H: 3.35 -0.13 -2.40
H: 1.17 0.42 -2.97
H: 1.19 1.93 -2.04
H: 0.19 2.68 -4.04
H: 1.04 2.84 -5.42
O: 0.29 7.30 -3.83
S: 1.48 7.60 -3.10
O: 2.57 8.24 -3.79
O: 1.99 6.34 -2.33
C: 2.16 5.06 -3.06
C: 3.41 5.02 -3.89
C: 1.07 8.58 -1.68
H: 1.27 4.88 -3.65
H: 2.19 4.31 -2.27
H: 3.36 5.71 -4.74
H: 3.49 3.99 -4.24
H: 4.29 5.28 -3.29
H: 0.27 8.08 -1.15
H: 0.75 9.55 -2.06
H: 1.96 8.68 -1.06
O: 7.32 11.00 -6.00
S: 7.41 11.26 -4.59
O: 8.43 10.59 -3.83
O: 6.00 11.05 -3.92
C: 5.28 9.81 -4.19
C: 5.82 8.65 -3.38
C: 7.54 12.99 -4.32
H: 5.31 9.61 -5.26
H: 4.26 10.03 -3.91
H: 6.82 8.36 -3.70
H: 5.15 7.80 -3.51
H: 5.86 8.90 -2.32
H: 6.76 13.49 -4.87
H: 8.52 13.29 -4.68
H: 7.46 13.18 -3.25
O: -8.79 -1.13 3.48
S: -8.96 -1.92 2.30
O: -7.83 -2.59 1.74
O: -9.67 -1.05 1.19
C: -9.08 0.26 0.90
C: -7.85 0.16 0.04
C: -10.26 -3.09 2.53
H: -8.88 0.76 1.85
H: -9.89 0.79 0.40
H: -7.03 -0.31 0.57
H: -7.54 1.16 -0.26
H: -8.05 -0.42 -0.86
H: -11.13 -2.57 2.92
H: -9.89 -3.82 3.25
H: -10.47 -3.56 1.58

---

2.
This record from the Open Molecules 2025 dataset describes 5 unconnected molecules or ions with the total composition C29H69BF3N8O10. The level of theory is ωB97M-V/def2-TZVPD.

Calculated values
ΔE to the lowest compared entry with this formula, charge and spin = 8.6 kJ/mol
HOMO = -10.1186 eV
Max |F| = 1.0 eV/Å
Total charge = +1
HOMO-LUMO gap = 0.272 hartree

Positions of all 120 atoms, in Å:
O: 1.28 4.39 0.38
B: 0.45 3.75 -0.50
O: 0.57 3.87 -1.86
N: -0.66 2.89 0.04
C: -0.57 1.58 -0.10
N: 0.46 0.95 -0.71
C: 0.20 -0.35 -0.63
C: 1.11 -1.40 -1.14
C: 1.99 -2.07 -0.07
C: 1.31 -2.35 1.23
F: 1.08 -1.25 1.97
F: 2.06 -3.17 1.98
F: 0.10 -2.95 1.04
N: -0.96 -0.57 0.00
N: -1.46 0.66 0.34
H: 1.98 3.85 0.75
H: 1.40 3.48 -2.15
H: -1.46 3.26 0.57
H: 0.58 -2.14 -1.73
H: 1.77 -0.89 -1.83
H: 2.30 -3.04 -0.45
H: 2.90 -1.51 0.12
H: -1.40 -1.44 0.23
H: -2.31 0.81 0.85
C: -6.06 6.50 4.47
O: -6.55 5.96 3.26
C: -6.78 6.93 2.24
C: -5.85 6.69 1.07
N: -4.48 6.99 1.44
C: -3.49 6.60 0.44
C: -3.33 5.11 0.16
O: -2.81 4.38 1.28
C: -3.79 3.91 2.19
H: -6.00 5.68 5.19
H: -5.06 6.94 4.35
H: -6.74 7.26 4.87
H: -6.66 7.94 2.63
H: -7.81 6.81 1.90
H: -6.15 7.33 0.24
H: -5.99 5.65 0.75
H: -4.27 6.52 2.31
H: -2.52 6.98 0.77
H: -3.71 7.09 -0.50
H: -2.60 5.00 -0.64
H: -4.25 4.64 -0.19
H: -4.73 3.67 1.68
H: -3.99 4.63 2.98
H: -3.41 3.00 2.67
C: 3.54 -6.59 0.73
O: 4.56 -5.78 0.18
C: 5.85 -6.39 0.16
C: 6.31 -6.60 -1.26
N: 5.50 -7.61 -1.92
C: 5.74 -7.75 -3.35
C: 5.37 -6.57 -4.24
O: 3.98 -6.31 -4.30
C: 3.48 -5.44 -3.32
H: 2.63 -5.99 0.76
H: 3.35 -7.48 0.12
H: 3.78 -6.90 1.75
H: 5.83 -7.34 0.71
H: 6.54 -5.72 0.67
H: 7.35 -6.92 -1.25
H: 6.26 -5.63 -1.77
H: 4.52 -7.39 -1.77
H: 5.17 -8.62 -3.69
H: 6.80 -7.98 -3.51
H: 5.67 -6.83 -5.26
H: 5.91 -5.66 -3.97
H: 4.22 -4.69 -3.02
H: 3.13 -5.98 -2.42
H: 2.61 -4.92 -3.75
C: -0.13 -5.48 2.72
O: -0.66 -6.79 2.70
C: 0.37 -7.76 2.53
C: 0.53 -8.65 3.74
N: 1.07 -7.89 4.87
C: 1.08 -8.60 6.14
C: -0.26 -8.97 6.76
O: -1.03 -7.86 7.18
C: -1.88 -7.30 6.20
H: -0.97 -4.79 2.76
H: 0.50 -5.31 3.60
H: 0.45 -5.29 1.82
H: 1.31 -7.26 2.29
H: 0.10 -8.38 1.67
H: 1.22 -9.46 3.50
H: -0.45 -9.09 3.96
H: 0.51 -7.05 4.98
H: 1.61 -7.98 6.86
H: 1.67 -9.52 6.01
H: -0.05 -9.55 7.66
H: -0.86 -9.62 6.10
H: -2.26 -8.06 5.51
H: -1.39 -6.50 5.63
H: -2.73 -6.86 6.73
C: -0.74 10.28 -6.47
O: -0.21 8.98 -6.60
C: 1.07 8.81 -6.01
C: 1.00 7.82 -4.86
N: 0.24 8.38 -3.75
C: -0.05 7.44 -2.68
C: -0.99 6.28 -3.01
O: -2.32 6.67 -3.28
C: -2.61 7.00 -4.63
H: -1.68 10.30 -7.03
H: -0.95 10.53 -5.43
H: -0.07 11.03 -6.89
H: 1.47 9.76 -5.67
H: 1.75 8.41 -6.77
H: 2.01 7.59 -4.52
H: 0.54 6.90 -5.25
H: -0.63 8.76 -4.10
H: -0.50 8.00 -1.86
H: 0.89 7.03 -2.31
H: -1.05 5.66 -2.12
H: -0.61 5.64 -3.81
H: -2.00 6.41 -5.32
H: -2.46 8.06 -4.84
H: -3.66 6.77 -4.81